1.
Molecular formula: C27H14Cl5FN3O9Tc
Method: DFT, the ωB97M-V functional and the def2-TZVPD basis

Last column: Löwdin spin population.
CARTESIAN COORDINATES (ANGSTROEM)
Tc  0.2231  1.5478  -2.1581  0.8619
C  -4.8269  -3.2824  0.7091  0.0002
C  -4.9988  -1.8067  1.0412  0.0002
C  -5.3391  -1.5316  2.4968  0.0000
C  -4.2046  -1.9722  3.4089  0.0000
C  -2.8978  -1.3782  2.9572  0.0002
C  -1.8476  -1.2283  3.8312  0.0007
C  -0.6453  -0.6582  3.4092  0.0005
F  0.3408  -0.5415  4.2993  0.0001
C  -0.4583  -0.2112  2.1337  0.0000
C  -1.5158  -0.3470  1.2224  0.0008
C  -1.3654  0.1347  -0.1327  0.0033
O  -0.2287  0.6482  -0.4410  0.0276
C  -2.4425  -0.0138  -1.0092  0.0043
C  -3.5946  -0.6342  -0.5411  0.0001
N  -3.7478  -1.0732  0.6908  0.0037
C  -2.7219  -0.9388  1.6272  0.0012
C  -2.4859  0.4179  -2.4322  0.0055
O  -3.4427  0.2265  -3.1246  -0.0006
O  -1.3992  1.0517  -2.9641  0.0091
H  -5.7310  -3.8264  0.9804  0.0000
H  -3.9864  -3.7200  1.2479  0.0000
H  -4.6545  -3.4226  -0.3580  0.0000
H  -5.7712  -1.3750  0.4045  0.0000
H  -6.2603  -2.0582  2.7435  0.0000
H  -5.5295  -0.4637  2.6260  0.0000
H  -4.1254  -3.0622  3.4187  0.0000
H  -4.4013  -1.6687  4.4367  0.0000
H  -1.9433  -1.5422  4.8627  0.0000
H  0.4737  0.2414  1.8293  0.0001
H  -4.4254  -0.7699  -1.2224  -0.0001
O  0.4939  4.1535  0.7317  0.0187
C  1.0524  3.4699  -0.0617  0.0087
O  0.4593  3.1539  -1.2711  0.0691
C  2.4046  2.8689  0.1314  0.0002
C  3.1062  2.3733  -0.9454  -0.0007
C  4.3335  1.7678  -0.7308  0.0000
C  4.8954  1.6517  0.5227  -0.0005
C  4.1722  2.1906  1.5756  0.0000
C  2.9483  2.8058  1.4113  -0.0005
N  4.7382  2.0888  2.9423  0.0000
O  4.0546  2.5090  3.8495  0.0000
O  5.8068  1.5307  3.0502  0.0000
N  5.0675  1.2183  -1.8932  0.0000
O  6.0828  0.6052  -1.6709  0.0000
O  4.5767  1.3990  -2.9939  0.0000
H  2.7728  2.4823  -1.9677  -0.0001
H  5.8508  1.1732  0.6776  0.0000
H  2.4147  3.2136  2.2590  0.0000
Cl  2.2634  -1.2278  -0.5943  -0.0012
C  2.3097  -0.8605  -2.2736  -0.0041
C  1.6248  0.2401  -2.7832  -0.0138
C  1.8073  0.5415  -4.1187  -0.0005
Cl  0.9951  2.0337  -4.5684  0.0097
C  2.5599  -0.1962  -5.0085  0.0005
Cl  2.7000  0.2642  -6.6454  0.0003
C  3.2132  -1.3144  -4.4827  -0.0027
Cl  4.1783  -2.2673  -5.5106  -0.0013
C  3.1024  -1.6357  -3.1207  -0.0005
Cl  3.9686  -2.9752  -2.5035  -0.0002

Summary:
- 2S+1: 2
- Orbital gap (alpha / beta): 7.23 / 7.42 eV
- Charge: +1
- Molecular weight: 818.684 g mol⁻¹
- E_tot: -4360.0111 hartree
- HOMO energy (alpha / beta): -12.193 / -12.185 eV
- <S²>: 0.76
- Energy above the lowest of the compared OMol25 structures with the same formula, charge and spin: 0.0 kcal per mole

2.
Molecular formula: C27H16Cl68N
Method: DFT, the ωB97M-V functional and the def2-TZVPD basis

Last column: Mulliken charge in e.
CARTESIAN COORDINATES (ANGSTROEM)
C  6.0409  -0.7672  2.0222  -1.4824
C  4.6441  -0.3958  1.5315  0.3085
C  4.6430  0.6772  0.4149  -0.6791
C  3.4645  1.6717  0.4587  1.1443
C  3.7343  2.6989  1.6006  -1.9026
C  2.1187  1.0225  0.6481  0.2466
C  1.0484  1.7517  1.1960  -0.8756
C  -0.1749  1.1503  1.3617  -0.9709
N  -0.3320  -0.1351  1.0106  0.9695
C  0.6459  -0.8685  0.4770  -0.6110
C  1.8715  -0.2987  0.2808  0.3330
H  6.6313  0.1086  2.2884  0.4139
H  5.9387  -1.4068  2.9024  0.3962
H  6.5523  -1.3826  1.2798  0.2054
H  3.9876  -0.0883  2.3525  0.4366
H  4.1898  -1.3035  1.1257  -0.2654
H  5.5634  1.2590  0.4948  0.5810
H  4.7180  0.1718  -0.5547  0.2050
H  3.4352  2.2600  -0.4637  0.0630
H  3.2959  2.3354  2.5324  0.4451
H  3.3493  3.6873  1.3524  0.4407
H  4.8054  2.7829  1.7751  0.4277
H  1.1670  2.7827  1.4903  0.7037
H  -1.0330  1.6682  1.7595  0.8334
H  -1.2469  -0.5479  1.1515  -0.1541
H  0.5263  -1.9132  0.2012  -0.2627
H  2.6623  -0.8985  -0.1402  0.1231
C  2.3422  -4.4289  -1.3983  0.1109
Cl  2.7579  -5.9420  -0.6197  0.0049
Cl  2.1650  -4.6483  -3.1344  -0.0821
Cl  0.8034  -3.8366  -0.7151  -0.1562
Cl  3.5999  -3.2275  -1.0805  0.1625
C  -4.6266  -0.3444  -0.0774  0.2188
Cl  -5.7378  -0.1104  1.2602  -0.0242
Cl  -5.4497  -1.0167  -1.4696  -0.0310
Cl  -3.8754  1.1967  -0.5064  -0.0131
Cl  -3.3580  -1.4731  0.4755  -0.1450
C  -9.0471  -3.1035  -1.8395  0.3351
Cl  -9.3381  -4.7028  -1.1567  -0.0895
Cl  -8.3702  -2.0437  -0.5976  -0.0443
Cl  -7.8931  -3.2343  -3.1774  -0.1139
Cl  -10.5611  -2.4259  -2.4339  -0.0851
C  5.5121  2.5568  -3.1224  0.2501
Cl  3.8214  2.0373  -3.2644  -0.1136
Cl  6.5151  1.1619  -2.7174  -0.0418
Cl  6.0375  3.2531  -4.6499  -0.0145
Cl  5.6449  3.7670  -1.8363  -0.1067
C  -2.9463  3.8835  -3.5767  0.2062
Cl  -2.0922  4.1504  -5.0908  -0.0066
Cl  -3.9233  5.3007  -3.1910  -0.0870
Cl  -3.9883  2.4666  -3.7194  -0.0764
Cl  -1.7685  3.6118  -2.2729  -0.0651
C  -2.1240  6.1003  -8.9985  0.3199
Cl  -3.3036  6.3143  -7.6995  -0.0783
Cl  -2.9380  5.5095  -10.4465  -0.0574
Cl  -1.3530  7.6495  -9.3334  -0.0762
Cl  -0.8957  4.9277  -8.4958  -0.1129
C  6.3971  5.2903  -8.4620  0.3767
Cl  7.1460  4.1997  -7.2824  -0.0854
Cl  7.5304  6.5763  -8.8697  -0.0873
Cl  5.9803  4.3812  -9.9140  -0.0893
Cl  4.9345  5.9874  -7.7578  -0.0958
C  -5.7833  2.4245  -9.7481  0.2905
Cl  -4.6436  2.1325  -11.0659  -0.0969
Cl  -5.0188  3.4477  -8.5285  0.0155
Cl  -7.2183  3.2345  -10.3782  -0.0955
Cl  -6.2480  0.8822  -9.0200  -0.1060
C  3.4353  -5.1817  3.3394  0.0752
Cl  3.3229  -4.8620  5.0706  -0.0924
Cl  2.7538  -3.8004  2.4522  0.0947
Cl  5.1248  -5.3878  2.8793  -0.0938
Cl  2.5290  -6.6433  2.9444  0.0296
C  -5.2281  0.8546  5.0086  0.1037
Cl  -3.8897  1.1914  3.8950  0.1137
Cl  -6.7726  1.2378  4.2289  -0.0814
Cl  -5.1701  -0.8621  5.4174  -0.0201
Cl  -5.0410  1.8439  6.4503  -0.0851
C  0.0429  -9.7078  1.5238  0.2844
Cl  -0.1010  -11.2332  0.6552  -0.0904
Cl  0.6939  -10.0007  3.1390  -0.0792
Cl  1.1372  -8.6269  0.6436  -0.0412
Cl  -1.5443  -8.9459  1.6560  -0.0940
C  -1.9456  10.1007  -5.6220  0.2915
Cl  -2.2362  8.4747  -4.9871  -0.0285
Cl  -1.2159  11.0959  -4.3582  -0.1017
Cl  -0.8492  10.0079  -7.0040  -0.0702
Cl  -3.4748  10.8175  -6.1304  -0.0960
C  -0.7202  3.9496  4.9611  0.2853
Cl  -0.1502  2.8076  3.7097  -0.1120
Cl  0.4879  5.2118  5.1738  -0.1020
Cl  -2.2446  4.6545  4.4309  -0.0863
Cl  -0.9544  3.0740  6.4684  -0.0536
C  -1.9620  -3.1484  6.3135  0.2282
Cl  -3.6366  -3.7171  6.2844  -0.1398
Cl  -0.8609  -4.5102  6.4871  -0.0524
Cl  -1.6167  -2.3027  4.7893  0.0323
Cl  -1.7523  -2.0313  7.6605  -0.0285
C  -4.7827  -1.0304  10.2724  0.2376
Cl  -4.5328  -2.6769  10.8569  -0.0779
Cl  -5.2357  -1.0753  8.5653  0.0388
Cl  -6.0616  -0.2545  11.2058  -0.0953
Cl  -3.2814  -0.1088  10.4497  -0.1016
C  7.3023  -3.0463  -2.8252  0.2777
Cl  5.8057  -3.9256  -3.1417  -0.0890
Cl  8.5732  -4.1743  -2.3666  -0.0865
Cl  7.7849  -2.1524  -4.2648  -0.0865
Cl  7.0203  -1.9016  -1.4925  -0.0752
C  -2.1456  -8.2800  8.0853  0.2655
Cl  -1.8589  -8.0091  9.8052  -0.0965
Cl  -2.8612  -6.8304  7.3736  -0.0024
Cl  -0.6078  -8.6211  7.2781  -0.0894
Cl  -3.2372  -9.6499  7.8749  -0.0962

Summary:
- Orbital gap: 8.80 eV
- Charge: +1
- Molecular weight: 2765.236 g mol⁻¹
- E_tot: -32385.8007 hartree
- HOMO energy: -12.252 eV

3.
Molecular formula: C27H16ClIN6O2Tc
Method: DFT, the ωB97M-V functional and the def2-TZVPD basis

Last column: Löwdin spin population.
CARTESIAN COORDINATES (ANGSTROEM)
Tc  0.0456  0.1177  0.4605  -0.6740
Cl  -5.8844  1.8940  3.6348  0.0042
C  -4.5379  1.7818  2.5308  0.0330
C  -4.6014  2.5042  1.3503  0.0203
C  -3.5501  2.4199  0.4655  0.0146
I  -3.5669  3.4935  -1.3529  0.0040
C  -2.4255  1.6220  0.6949  0.0374
O  -1.4298  1.5633  -0.1327  0.0045
C  -2.4185  0.8548  1.8888  0.0457
N  -1.3178  0.0547  2.0345  0.1285
C  -1.2045  -0.6273  3.1935  0.1136
C  -2.1502  -0.5774  4.1874  0.0502
C  -3.2973  0.2085  4.0434  0.2021
C  -3.4540  0.9444  2.8531  0.0219
H  -5.4535  3.1305  1.1354  0.0012
H  -0.3111  -1.2274  3.2971  0.0082
H  -2.0031  -1.1537  5.0914  -0.0011
H  -4.0419  0.2474  4.8230  0.0157
O  1.3711  -1.0840  1.4507  -0.0087
C  2.5724  -1.4873  1.2003  -0.0017
C  3.2582  -2.1980  2.2004  -0.0024
C  4.5418  -2.6870  2.0267  -0.0013
C  5.1874  -2.4833  0.8156  -0.0042
C  4.5599  -1.7751  -0.1873  -0.0008
C  3.2661  -1.2340  -0.0334  -0.0031
C  2.7006  -0.4007  -1.0396  -0.0056
N  1.5232  0.2505  -1.0108  0.0108
C  1.4326  0.9794  -2.1572  0.0010
C  2.5391  0.7865  -2.9154  -0.0015
N  3.3343  -0.0888  -2.2208  -0.0026
H  2.7402  -2.3436  3.1365  -0.0001
H  5.0320  -3.2327  2.8251  0.0000
H  6.1878  -2.8687  0.6594  -0.0003
H  5.0989  -1.6160  -1.1138  0.0001
H  0.5768  1.5931  -2.3542  0.0006
H  2.8227  1.1802  -3.8680  -0.0001
H  4.2398  -0.4168  -2.4969  0.0000
C  -0.8430  -1.0479  -0.7663  0.5356
C  -1.3477  -1.3010  -2.0064  0.1126
C  -1.7419  -0.1640  -2.7896  0.1036
C  -2.2356  -0.2934  -4.0543  0.0062
C  -2.3840  -1.5543  -4.6377  0.1287
C  -2.0114  -2.6794  -3.9035  0.0010
C  -1.5126  -2.5740  -2.6282  0.1099
H  -1.6352  0.8074  -2.3396  0.0046
H  -2.5121  0.5926  -4.6131  -0.0027
H  -2.7841  -1.6497  -5.6401  0.0106
H  -2.1237  -3.6609  -4.3563  -0.0033
H  -1.2300  -3.4571  -2.0694  0.0070
N  0.9626  1.8251  1.2369  0.0009
C  1.4562  2.8727  1.0903  -0.0120
N  1.8415  4.0674  1.0601  -0.0077
C  2.9116  4.6945  0.7636  -0.0014
N  3.8068  5.3973  0.5377  -0.0035

Summary:
- 2S+1: 2
- Orbital gap (alpha / beta): 3.60 / 5.52 eV
- Charge: -2
- Molecular weight: 716.822 g mol⁻¹
- E_tot: -2356.2547 hartree
- HOMO energy (alpha / beta): 0.530 / -1.399 eV
- <S²>: 1.22
- Energy above the lowest of the compared OMol25 structures with the same formula, charge and spin: 12.8 kcal per mole

One value per record, in order, for max |F|: 0.7; 1.1; 4.5 eV/A.